This record from OMol25 describes a cluster of 9 separate species, C13H44N8O9 in total at a distorted geometry. The level of theory is the ωB97M-V functional and the def2-TZVPD basis.

Calculated values
structure (SMILES) = NC(N)=O.NC(N)=O.NC(N)=O.NC(N)=O.CCO.CCO.CCO.CCO.CO
relative energy (zero: lowest compared OMol25 entry of this formula, charge and spin) = 4.671 eV
DFT total energy = -1636.85351 a.u.
HOMO level = -0.354 Ha

The geometry in ORCA input format:
```
! RIJCOSX wB97M-V def2-TZVPD def2/J DEFGRID3
* xyz 0 1
N 0.1848 -0.3054 1.5840
C 0.4295 0.5111 0.6168
N 1.6366 0.3064 0.1050
O -0.3666 1.4175 0.2929
H 0.9059 -0.9439 1.8879
H -0.7016 -0.2161 2.0598
H 2.0684 1.0822 -0.3764
H 2.2382 -0.3806 0.5365
N -5.0091 1.6576 6.2761
C -5.3878 0.4732 6.1674
N -6.0253 0.0914 7.2029
O -5.2147 -0.2720 5.2729
H -5.1505 2.2228 7.1011
H -4.3315 1.8645 5.5562
H -6.2336 0.7289 7.9581
H -6.3485 -0.8614 7.2915
N 0.5602 10.1160 -0.7502
C -0.2326 9.0958 -0.4420
N 0.1895 8.0180 -0.9903
O -1.2452 9.1179 0.1413
H 1.5030 9.9602 -1.0773
H 0.2502 11.0660 -0.6035
H 1.0082 7.9911 -1.5812
H -0.3980 7.2056 -0.8684
N 7.1339 4.3730 -4.6833
C 6.9896 4.5815 -3.4346
N 7.9837 4.1438 -2.6808
O 6.0160 5.2226 -3.0916
H 6.4144 4.7544 -5.2807
H 7.8453 3.7957 -5.1084
H 8.6542 3.4555 -2.9917
H 7.8752 4.2000 -1.6782
C -0.9583 -2.7151 -5.3985
C -2.2001 -2.1244 -6.1384
O -3.3315 -2.3599 -5.3269
H -0.0304 -2.5718 -5.9521
H -1.0077 -3.7809 -5.1754
H -0.8089 -2.2761 -4.4120
H -2.4040 -2.5359 -7.1269
H -2.2481 -1.0442 -6.2762
H -3.5833 -1.5357 -4.9040
C -7.4951 3.1153 -0.1442
C -6.9266 2.0429 -1.0326
O -5.9644 2.6961 -1.9726
H -6.7272 3.8302 0.1515
H -7.8375 2.5819 0.7426
H -8.3181 3.6479 -0.6206
H -7.7311 1.5325 -1.5622
H -6.4592 1.2646 -0.4294
H -5.1583 2.8182 -1.4658
C 7.3367 -5.2257 1.7691
C 6.1052 -4.3633 2.0495
O 6.4874 -3.0729 2.0127
H 8.0983 -5.0923 2.5374
H 7.7948 -4.8858 0.8403
H 7.1458 -6.2933 1.6603
H 5.7453 -4.5214 3.0662
H 5.3577 -4.6410 1.3064
H 7.1499 -2.9237 2.6914
C -4.8748 -7.3905 5.3411
C -5.8886 -7.1247 4.1714
O -5.3371 -6.1150 3.3191
H -4.4472 -6.5162 5.8318
H -4.0695 -8.0172 4.9580
H -5.3065 -8.0615 6.0837
H -6.8334 -6.7027 4.5141
H -6.3410 -7.9575 3.6331
H -5.4626 -5.2542 3.7253
C 7.0807 -2.2357 -4.8772
O 7.9756 -1.8747 -3.7571
H 7.6346 -2.0860 -5.8040
H 6.6923 -3.2403 -4.7096
H 6.2747 -1.5020 -4.8654
H 7.6299 -1.9610 -2.8657
*
```

These are the Mulliken partial charges, in e, on atoms 1 to 5:
1 N -0.37
2 C 0.67
3 N -0.40
4 O -0.68
5 H 0.15